(1)
11
Properties=species:S:1:pos:R:3:forces:R:3 method="wB97M-V/def2-TZVPD" energy_ha=-528.2330 homo_ev=-8.4 relative_energy_kj_mol=237.5 total_charge=0 orbital_gap_ha=0.322
C -0.99279 -1.52096 -0.39797 -0.5751 0.2160 -1.6487
C -1.04190 -0.31371 0.16964 0.1206 -1.3672 0.1654
C -0.43243 0.87221 -0.34950 3.8611 3.4739 -1.3754
C 1.39302 1.10307 0.54414 -4.4839 -2.4391 -0.0159
O -0.68944 1.67291 -1.20711 -0.3282 -1.6532 1.3504
I 2.54913 -0.16303 -0.68125 0.2314 0.4806 0.2293
H -1.56510 -2.39875 -0.10213 0.4512 0.2677 0.8029
H -0.57277 -1.66180 -1.41357 -0.1370 0.4157 0.7144
H -1.31812 -0.15970 1.18978 -0.7437 -0.1712 0.5983
H 0.97327 0.48580 1.37639 1.3308 0.5684 -0.2582
H 1.69713 2.08397 0.87158 0.2728 0.2084 -0.5625


(2)
12
Properties=species:S:1:pos:R:3:forces:R:3 method="wB97M-V/def2-TZVPD" energy_ha=-265.4346 homo_ev=-9.7 relative_energy_kj_mol=265.0 total_charge=0 orbital_gap_ha=0.387 smiles=C[C@@]1(C#N)CN1
C 1.48007 -0.24248 0.00705 -0.2057 0.1421 0.2890
C -0.00069 0.19919 -0.07465 -0.2407 0.1668 0.5307
C -0.26050 1.61600 -0.19535 0.4389 1.1126 -0.4447
N -0.41174 2.73602 0.06552 0.1266 -0.8554 -0.7568
C -0.98260 -0.88509 -0.27506 -0.1868 -0.3373 -0.4074
N -1.22113 -0.08935 0.89217 0.2397 -0.5853 0.5646
H 1.80529 -0.57707 -0.99605 -0.4301 0.2128 0.3178
H 1.61968 -1.10491 0.66509 -0.1794 0.2122 0.0649
H 2.17542 0.54830 0.29980 -0.3160 -0.0076 0.1696
H -1.65540 -0.95761 -1.11497 -0.2552 0.1839 -0.0192
H -0.58318 -1.82551 0.08986 0.1646 -0.2148 -0.7209
H -1.96521 0.58250 0.63659 0.8440 -0.0300 0.4124


(3)
61
Properties=species:S:1:pos:R:3:forces:R:3 method="wB97M-V/def2-TZVPD" energy_ha=-1377.3028 homo_ev="-0.2 / -6.0" multiplicity=2 relative_energy_kj_mol=103.1 total_charge=-1 orbital_gap_ha="0.082 / 0.290"
C -1.12337 -1.06430 -0.87283 0.1727 0.6257 1.7147
N -2.04743 0.07081 -0.85020 -1.7135 0.3284 -2.2089
C -2.89043 0.13502 -2.13512 0.3167 -2.0274 1.5072
N -2.56791 1.15257 -3.05627 -0.5649 0.7772 -0.0739
C 0.11917 -0.66338 -0.03521 0.3550 0.4887 -0.0452
C 0.42499 -1.46735 1.25613 1.1629 -0.6813 -2.4936
C 1.97695 -1.52585 1.56928 -1.9258 0.5179 1.2432
O 2.79893 -1.04361 0.58400 1.1531 0.0145 -1.0337
H -0.81924 -1.45413 -1.86201 -0.2013 0.4488 0.1683
H -1.72910 -1.80878 -0.34890 0.5843 -0.6501 -0.1639
H -1.65546 0.99587 -0.75592 0.7467 -0.1612 -0.0167
H -2.77759 -0.85575 -2.60136 0.2043 0.2699 -0.0942
H -3.94660 0.10257 -1.84638 0.0206 0.7639 -0.0148
H -2.63260 2.05396 -2.57765 0.4939 -0.1334 -0.6544
H -1.69753 1.00885 -3.56022 -0.0650 0.3074 0.4829
H 0.98183 -0.58071 -0.71632 -0.1596 -0.5614 0.3393
H 0.01118 0.37733 0.27990 -0.2904 0.1299 -0.0504
H 0.10536 -2.47440 1.00916 -0.2323 -0.3130 0.4244
H -0.16209 -1.06831 2.05840 0.3338 0.1482 0.4696
H 2.05447 -0.93139 2.47983 0.5688 -0.1459 0.3678
H 2.25877 -2.57108 1.77628 0.0331 0.3725 0.0387
H 2.87841 -0.07171 0.52307 -0.5286 -0.2358 0.4929
H -1.53453 3.53468 -0.30449 0.2578 0.5793 0.1201
H -1.77285 4.93024 -1.07239 0.0221 -0.4829 0.4615
O -1.57170 3.98905 -1.16656 -0.3268 0.2215 -0.6685
H -1.65992 -2.76628 2.32973 -0.3562 0.2935 -0.1558
H -1.71757 -1.28401 2.49706 -0.2603 0.1409 -0.1114
O -2.30713 -2.03970 2.40747 0.1705 -0.1300 0.5676
H 3.35121 -1.05829 -3.62824 -0.0270 0.1930 0.0970
H 3.12506 -0.15056 -2.39261 -0.0068 -0.0019 -0.0916
O 3.08800 -1.07818 -2.69736 0.1927 -0.0140 -0.1953
H -0.62989 2.34441 1.80265 0.0172 -0.0881 -0.1424
H -2.12933 2.37200 1.46427 0.0106 -0.2760 0.2500
O -1.28159 2.75646 1.22910 -0.1458 0.4197 -0.2172
H 4.33529 0.84942 0.25609 0.2816 0.2225 -0.5667
H 3.32611 1.99702 -0.26265 0.6386 -0.1303 -0.0887
O 3.78812 1.59716 0.51134 -0.5585 -0.0057 0.6801
H -2.47021 -4.20353 1.50587 -0.0396 0.0792 0.1525
H -1.50292 -4.81611 0.54324 0.8189 0.0026 -0.0889
O -1.52242 -4.33045 1.37481 -0.9012 -0.4924 0.0622
H -0.97590 1.22698 3.80245 -0.2419 -0.2521 0.0647
H -2.25426 0.34023 3.63433 0.2418 0.3245 0.2281
O -1.49963 0.72059 3.16565 0.1261 -0.0479 0.0935
H -4.15065 -0.24568 3.20096 -0.1207 -0.1879 -0.3734
H -3.51190 0.35385 1.93112 -0.3416 -0.3335 -0.0986
O -4.35030 0.27760 2.41444 0.1947 0.3235 0.1925
H 2.21479 3.79144 -1.70947 -0.1229 0.0614 0.0528
H 2.66926 2.48087 -2.25542 0.1977 0.0000 0.0024
O 2.91327 3.13933 -1.57600 0.3566 -0.0939 0.0372
H 0.43795 2.28461 -2.02795 -0.2808 0.5088 -0.0850
H -0.03847 3.73320 -2.47928 -0.3460 -0.5374 0.5087
O 0.51321 2.97443 -2.71084 0.2652 -0.1669 -0.7223
H 1.27740 -4.95686 -0.14675 -0.0010 -0.3401 0.2445
H 0.41705 -4.37754 -1.15419 -0.2385 -0.1755 0.0160
O 0.35802 -5.02713 -0.43221 0.3778 0.4043 -0.6058
H 2.21035 -2.88064 -0.37484 0.4103 0.4807 -0.3828
H 3.03809 -2.57103 -1.67252 -0.5613 0.2106 0.3321
O 2.43593 -3.21360 -1.24970 -0.1408 -1.0208 0.0759
H 2.23374 3.55406 0.97513 0.0179 0.2426 -0.1082
H 3.06867 3.38373 2.19593 -0.0410 0.3031 -0.1849
O 2.51895 4.05197 1.75413 -0.0043 -0.5175 0.2489